--- A ---
Below is a cluster of 2 separate species, C15H18O in total, with properties calculated with ωB97M-V/def2-TZVPD.

## Properties
**Gap between HOMO and LUMO**: 8.878 eV
**SMILES**: Cc1ccc(O)cc1.CCc1ccccc1

Geometry as XYZ:
```
34
C15H18O ωB97M-V/def2-TZVPD
C -0.248 -3.311 2.669
C -0.848 -2.022 2.172
C -0.314 -1.108 1.290
C -1.009 -0.025 0.764
C -2.390 0.037 0.932
O -3.100 1.045 0.398
C -2.983 -0.887 1.818
C -2.218 -1.831 2.469
H 0.569 -3.245 3.406
H 0.170 -3.872 1.856
H -1.093 -3.897 3.027
H 0.776 -1.114 1.246
H -0.513 0.757 0.165
H -2.553 1.756 0.098
H -4.057 -0.874 1.987
H -2.727 -2.434 3.210
C 3.526 1.820 -0.653
C 2.436 0.808 -0.291
C 1.247 0.864 -1.229
C 0.810 -0.148 -2.084
C -0.336 -0.071 -2.829
C -1.032 1.162 -2.864
C -0.473 2.226 -2.162
C 0.617 2.115 -1.306
H 3.142 2.754 -1.087
H 4.219 1.414 -1.432
H 4.345 1.977 0.036
H 2.994 -0.131 -0.316
H 2.122 0.973 0.750
H 1.254 -1.137 -2.021
H -0.504 -0.888 -3.515
H -1.901 1.164 -3.502
H -0.883 3.211 -2.348
H 0.955 2.910 -0.654
```


--- B ---
Below is a cluster of 2 separate species, C15H18O in total, with properties calculated with ωB97M-V/def2-TZVPD.

## Properties
**Gap between HOMO and LUMO**: 9.042 eV
**SMILES**: CCc1ccc(O)cc1.Cc1ccccc1

Geometry as XYZ:
```
34
C15H18O ωB97M-V/def2-TZVPD
C -2.810 2.063 2.941
C -2.063 2.305 1.680
C -2.193 1.378 0.536
C -2.168 -0.028 0.756
C -2.120 -0.973 -0.251
C -1.872 -0.498 -1.592
O -2.056 -1.387 -2.587
C -1.966 0.832 -1.858
C -2.151 1.738 -0.852
H -3.477 2.864 3.280
H -2.087 1.887 3.704
H -3.405 1.241 2.816
H -2.425 3.223 1.344
H -1.032 2.455 1.867
H -2.097 -0.441 1.833
H -2.266 -2.003 -0.269
H -2.202 -2.293 -2.229
H -2.094 1.222 -2.935
H -2.136 2.772 -1.095
C 5.098 -1.381 0.580
C 3.714 -1.127 0.305
C 2.738 -2.104 -0.062
C 1.416 -1.590 -0.354
C 1.078 -0.279 -0.277
C 2.089 0.622 0.070
C 3.410 0.278 0.235
H 5.284 -2.435 1.091
H 5.631 -0.615 1.112
H 5.706 -1.636 -0.372
H 2.816 -3.151 -0.118
H 0.788 -2.243 -0.929
H 0.102 0.163 -0.217
H 2.003 1.699 0.116
H 4.136 0.977 0.551
```


Which of them is most stable, and which least? Most stable: A; least stable: B.


--- A ---
Below is an isolated molecule of C4H7N3, with properties calculated with ωB97M-V/def2-TZVPD.

## Properties
**Gap between HOMO and LUMO**: 8.653 eV
**SMILES**: CNc1cc[nH]n1

Geometry as XYZ:
```
14
C4H7N3 ωB97M-V/def2-TZVPD
C 2.351 0.004 0.200
N 1.149 0.529 -0.429
C -0.198 0.419 -0.146
C -0.844 -0.310 0.896
C -2.060 -0.601 0.321
N -2.208 0.119 -0.803
N -1.085 0.826 -1.105
H 2.194 -0.927 0.761
H 3.098 -0.225 -0.577
H 2.816 0.734 0.876
H 1.272 0.958 -1.327
H -0.623 -0.464 1.952
H -2.723 -1.431 0.492
H -3.140 0.369 -1.112
```


--- B ---
Below is an isolated molecule of C4H7N3, with properties calculated with ωB97M-V/def2-TZVPD.

## Properties
**Gap between HOMO and LUMO**: 10.057 eV
**SMILES**: [H]/N=C1/C[C@@H]2CN2N1

Geometry as XYZ:
```
14
C4H7N3 ωB97M-V/def2-TZVPD
H -1.581 -1.652 2.116
N -0.582 -1.511 1.984
C -0.419 -0.837 0.882
C 0.939 -0.304 0.586
C 0.891 0.175 -0.848
C 0.170 1.452 -1.171
N -0.474 0.053 -1.345
N -1.126 -0.197 -0.038
H 1.811 -1.028 0.707
H 1.337 0.517 1.413
H 1.383 -0.114 -1.746
H -0.501 1.763 -0.458
H 0.256 2.369 -1.884
H -2.102 -0.684 -0.198
```


--- C ---
Below is an isolated molecule of C4H7N3, with properties calculated with ωB97M-V/def2-TZVPD.

## Properties
**Gap between HOMO and LUMO**: 8.991 eV
**SMILES**: CNc1cc[nH]n1

Geometry as XYZ:
```
14
C4H7N3 ωB97M-V/def2-TZVPD
C 2.292 0.136 0.257
N 1.190 0.119 -0.672
C -0.138 0.179 -0.284
C -0.782 -0.515 0.780
C -2.103 -0.511 0.406
N -2.209 0.243 -0.708
N -1.014 0.724 -1.122
H 2.241 -0.722 0.939
H 3.222 0.037 -0.312
H 2.344 1.057 0.854
H 1.327 0.628 -1.532
H -0.385 -0.902 1.709
H -2.922 -1.138 0.722
H -3.063 0.664 -1.038
```


--- D ---
Below is an isolated molecule of C4H7N3, with properties calculated with ωB97M-V/def2-TZVPD.

## Properties
**Gap between HOMO and LUMO**: 8.130 eV
**SMILES**: Nc1c[nH]c(N)c1

Geometry as XYZ:
```
14
C4H7N3 ωB97M-V/def2-TZVPD
N 2.500 -0.399 0.238
C 1.147 -0.034 0.069
C 0.651 1.239 0.049
N -0.743 1.147 0.000
C -1.107 -0.169 -0.060
N -2.478 -0.462 -0.185
C 0.029 -0.946 -0.001
H 3.132 0.275 -0.178
H 2.699 -1.308 -0.155
H 1.137 2.196 0.185
H -1.325 1.851 -0.429
H -2.674 -1.451 -0.041
H -3.054 0.092 0.461
H 0.087 -2.031 0.049
```


Which of them is most stable, and which least? Most stable: D; least stable: B.